DFT (ωB97M-V/def2-TZVPD) results for a structure of composition C3H4AlLiO3 at a distorted geometry.

Results
Electronic energy: -16115.513 eV
Total charge: -1
HOMO (spin up / spin down): -0.989 / -3.066 eV
2S+1: 2
E_LUMO (spin up / spin down): 2.74 / 3.20 eV

Atoms and positions in Å:
H (-1.910155, 1.861151, 1.319958)
C (-1.482357, 1.002549, 0.768648)
Al (-3.032063, -0.791328, 0.271442)
O (-1.526276, 1.437946, -0.559917)
C (-0.204444, 0.581547, 1.358469)
O (-0.284493, -0.884263, 1.587798)
C (-1.267726, -1.167754, 2.430209)
O (-0.803940, -2.203906, 3.152728)
H (-0.123984, 1.030387, 2.360307)
H (0.661556, 0.673583, 0.668829)
H (-1.522680, -2.829491, 3.286407)
Li (-2.991342, 0.097053, 2.732262)

Cartesian forces (eV/Å) of the 3 atoms listed first:
-0.267 -0.376 0.674
-1.779 3.109 -3.057
0.661 0.698 -0.150


DFT (ωB97M-V/def2-TZVPD) results for a cluster of 2 separate species, C2H8NS in total at a distorted geometry.

Results
Electronic energy: -14529.764 eV
Total charge: -1
Relative energy (zero: lowest compared OMol25 entry of this formula, charge and spin): 31.83 kJ/mol
HOMO: -2.705 eV
E_LUMO: 4.27 eV

Atoms and positions in Å:
S (-2.369817, -0.907480, -0.998639)
H (-2.272078, -1.599370, -2.185713)
C (-0.031064, 0.280937, 1.339705)
C (0.935745, 0.003335, 0.184736)
N (0.749872, 0.933129, -0.940455)
H (-0.556879, -0.553412, 1.808043)
H (-0.742058, 1.033192, 1.006620)
H (0.551443, 0.583866, 2.225152)
H (0.705047, -1.041909, -0.098304)
H (1.975986, -0.019309, 0.533172)
H (-0.238700, 0.757374, -1.175894)
H (1.292503, 0.529648, -1.698423)

Cartesian forces (eV/Å) of the 3 atoms listed first:
0.106 -0.380 -0.736
-0.072 0.418 0.676
0.830 0.440 1.046


> Which value of total charge does entry 1 give?

-1


> Which value of total charge does entry 2 give?

-1


> What is the electronic energy in the second record?

-14529.764 eV